(1)
Formula: C20H30BN2O15PS
Source: OMol25
Level of theory: ωB97M-V with the def2-TZVPD basis set

The maximum force comes out at 1.9 eV/A. The value obtained for the frontier orbital gap is 9.280 eV. Its total charge is 0. As for the spin multiplicity: 1. Its SMILES is COB(O)[C@@](C#N)(C[C@H](C)O)[C@@H](C#N)[PH2]=S.O=C1OCCO1.O=C1OCCO1.O=C1OCCO1.O=C1OCCO1. The total energy is -75720.4513 eV.

Each line ends with the Löwdin charge.
Element x y z (Å)
C  1.993  -1.393  0.883  -0.251
O  6.092  2.443  0.011  0.066
O  -5.637  0.638  3.220  0.078
H  -4.694  3.668  2.677  0.136
O  0.271  2.443  6.021  0.167
H  6.707  2.908  1.922  0.135
N  0.233  -4.037  1.158  0.226
O  -4.029  1.765  2.156  0.042
O  4.075  2.902  -0.884  0.152
C  -4.462  0.544  2.564  -0.552
H  -1.306  -4.208  -1.365  0.144
H  -0.210  -1.181  4.825  0.131
C  6.509  2.023  1.315  -0.115
H  -0.955  0.564  -5.828  0.132
C  -1.691  2.765  -7.392  -0.573
H  -1.130  1.716  -4.491  0.080
H  -6.960  2.237  3.391  0.134
H  7.414  1.424  1.255  0.133
H  1.774  -0.654  3.559  0.083
O  4.232  1.862  1.105  0.036
H  -3.807  0.073  -0.484  0.107
C  -0.466  -4.050  -2.046  -0.397
C  -2.830  0.527  -0.337  -0.037
H  -5.547  2.281  4.463  0.136
H  0.450  -0.130  0.434  0.128
C  0.135  2.425  -6.111  -0.129
C  -5.896  2.027  3.461  -0.108
H  -2.635  0.597  0.720  0.063
C  -0.071  -2.033  -0.491  -0.256
H  1.055  1.850  -6.181  0.130
H  2.730  -0.343  5.019  0.134
C  -5.089  2.702  2.375  -0.106
C  -1.021  1.623  -5.567  -0.145
C  1.741  -0.250  4.566  -0.126
C  0.082  -2.600  -1.924  -0.092
C  0.005  -3.095  0.541  -0.202
O  -2.144  2.195  -6.246  0.058
H  -0.559  -1.994  -2.567  0.120
O  -3.874  -0.470  2.359  0.158
O  -2.537  -1.965  0.409  0.165
O  1.365  1.131  4.552  0.056
O  -0.334  2.797  -7.411  0.058
B  -1.541  -1.366  -0.346  -0.654
H  -5.652  2.820  1.447  0.136
C  0.997  -0.916  -0.090  -0.357
C  0.605  1.368  5.652  -0.572
S  0.822  1.314  -2.385  0.224
H  1.009  -1.724  5.993  0.134
O  0.277  0.205  6.271  0.060
H  0.327  3.330  -5.530  0.133
C  5.314  1.238  1.804  -0.123
H  1.639  -4.615  -1.741  0.078
H  -2.827  1.541  -0.733  0.104
H  5.169  1.308  2.879  0.132
O  -0.972  -4.279  -3.360  -0.035
C  0.658  -0.874  5.413  -0.115
H  5.357  0.185  1.518  0.127
P  1.869  -0.055  -1.486  0.440
H  0.706  -5.702  -2.726  0.084
H  0.521  -5.682  -0.947  0.069
H  2.958  0.590  -0.861  -0.026
N  2.723  -1.772  1.688  0.192
H  1.106  -2.631  -2.283  0.095
H  -1.439  -3.498  -3.668  0.085
O  -1.793  -0.211  -1.009  0.033
H  2.470  -0.976  -2.369  0.000
O  -2.386  3.178  -8.259  0.166
C  0.654  -5.075  -1.838  -0.032
C  4.737  2.450  -0.011  -0.585
H  -2.285  -1.880  1.338  0.108

=====

(2)
Formula: C2H3O2
Source: OMol25
Level of theory: ωB97M-V with the def2-TZVPD basis set

The maximum force comes out at 3.8 eV/A. The value obtained for the frontier orbital gap is 10.090 eV. Its total charge is +1. As for the spin multiplicity: 1. The value obtained for the energy above the lowest of the compared OMol25 structures with the same formula, charge and spin is 0.697 eV. The total energy is -6207.2050 eV.

Each line ends with the Löwdin charge.
Element x y z (Å)
H  -0.943  0.512  -0.109  0.195
H  2.581  0.330  -0.148  0.123
H  1.429  -1.124  0.072  0.098
O  -3.158  -0.260  0.117  0.348
O  0.623  0.664  0.117  -0.018
C  -2.106  -0.058  -0.096  0.250
C  1.574  -0.064  0.047  0.004

=====

(3)
Formula: C44H45BrCl2FeN4O4PS3Te
Source: OMol25
Level of theory: ωB97M-V with the def2-TZVPD basis set

The maximum force comes out at 3.6 eV/A. Its expectation value of S² is 8.777. The value obtained for the frontier orbital gap (spin up / spin down) is 7.136 / 5.750 eV. Its total charge is 0. As for the spin multiplicity: 6. The value obtained for the energy above the lowest of the compared OMol25 structures with the same formula, charge and spin is 0.000 eV. The total energy is -239072.3209 eV.

Each line ends with the Löwdin charge.
Element x y z (Å)
H  0.555  -6.424  -0.789  0.106
H  5.584  0.346  -1.681  0.115
C  1.804  1.837  2.793  -0.183
C  3.085  2.567  3.220  -0.172
S  2.888  5.382  -3.970  0.912
C  -1.240  2.856  -0.866  -0.135
C  2.472  -1.675  -2.550  -0.118
C  -0.282  -0.725  -6.017  -0.578
C  -2.126  3.769  -0.279  -0.027
C  -3.188  1.855  0.786  -0.041
H  2.714  3.474  3.738  0.113
H  -0.456  3.218  -1.508  0.063
H  2.048  4.291  -0.420  0.133
H  -0.723  4.857  -4.209  0.091
S  3.241  -1.557  1.781  0.225
C  4.129  2.952  2.137  -0.178
C  2.630  3.436  -0.013  -0.082
H  -3.793  3.904  1.067  0.110
C  3.504  0.003  -1.345  -0.145
C  -3.096  3.265  0.574  0.016
H  -5.757  0.866  3.683  0.113
H  -4.584  -2.665  1.556  0.080
H  -4.114  -1.520  0.236  0.077
C  -0.686  -1.766  5.786  -0.107
C  3.687  -2.122  -3.042  -0.076
H  -1.277  -1.614  6.690  0.105
C  -4.347  1.427  1.707  -0.384
H  2.775  -4.356  3.133  0.105
H  2.205  -0.841  4.204  0.073
C  0.878  -4.627  0.299  -0.107
H  -7.755  -0.514  2.887  0.082
N  1.131  2.544  1.694  0.066
C  2.282  -4.843  2.286  -0.088
C  -5.605  -0.059  3.126  -0.198
H  -3.304  -2.878  -4.771  0.114
N  2.388  -0.599  -1.774  -0.005
C  2.005  6.783  -4.398  -0.448
C  1.388  4.434  -4.017  -1.014
H  3.215  4.825  1.567  0.105
H  -7.004  0.505  1.623  0.068
O  -5.249  2.218  1.870  0.050
H  1.690  -7.880  0.876  0.105
C  -2.282  1.039  0.093  -0.068
H  -6.653  -1.264  1.680  0.066
C  4.871  -1.480  -2.628  -0.690
H  -0.860  -1.410  -7.959  0.105
C  -0.547  -0.741  -4.600  -0.349
C  -1.201  -2.604  4.826  -0.098
H  3.602  1.966  3.985  0.112
H  -2.401  -0.064  0.115  0.068
C  3.637  3.951  1.066  -0.172
C  1.224  -1.351  4.359  -0.120
O  0.342  -0.289  -3.738  -0.362
H  2.542  7.722  -4.574  0.069
N  -1.314  1.531  -0.719  0.028
H  -2.177  -3.100  4.928  0.109
N  -4.407  0.167  2.290  -0.057
Fe  0.338  0.140  -1.484  0.629
H  -2.920  -2.572  0.956  0.043
H  5.007  3.334  2.662  0.109
H  1.975  0.793  2.446  0.058
H  3.739  -2.935  -3.740  0.100
C  -0.547  -2.743  3.600  -0.098
H  3.159  3.064  -0.863  0.097
C  4.742  -0.331  -1.848  -0.089
H  4.477  2.080  1.588  0.107
C  0.295  5.287  -4.186  -0.302
H  -0.033  7.441  -4.759  0.114
Cl  -2.969  -3.379  -7.468  0.677
C  -6.842  -0.355  2.274  -0.069
S  0.027  -1.604  0.430  0.387
O  -1.577  -0.946  -1.834  -0.185
C  -2.147  -1.542  -2.817  -0.116
C  -2.091  -2.315  -6.457  -0.688
H  -3.049  -2.137  -2.566  0.138
Cl  1.091  0.188  -6.544  0.644
H  0.411  -4.012  -0.433  0.039
Te  1.042  2.377  -4.083  1.097
H  4.530  4.284  0.520  0.111
H  1.536  -2.169  -2.832  0.122
H  -5.330  -0.857  3.828  0.116
C  2.341  -6.224  2.080  -0.086
H  -2.045  4.824  -0.497  0.107
H  0.968  -0.454  6.293  0.103
H  -3.464  -1.348  3.221  0.102
C  1.511  -4.063  1.417  -0.407
C  1.647  2.384  0.456  -0.424
H  -2.494  -0.482  2.030  0.086
H  3.004  -6.790  2.733  0.105
P  1.413  -2.308  1.738  0.095
C  0.634  6.605  -4.478  -0.196
O  1.407  1.401  -0.271  -0.096
Br  6.523  -2.233  -3.026  0.793
C  -3.459  -0.935  2.215  -0.219
C  -1.736  -1.480  -4.179  -0.128
C  -2.461  -2.259  -5.104  -0.068
C  0.516  -1.131  5.564  -0.078
H  0.865  3.491  1.963  0.148
C  -3.799  -1.993  1.170  -0.066
C  0.958  -6.014  0.143  -0.090
C  1.640  -6.804  1.045  -0.103
C  -1.055  -1.450  -6.902  -0.095
H  3.384  0.770  -0.600  0.081
C  0.667  -2.089  3.357  -0.414
H  -0.993  -3.329  2.806  0.098
H  1.076  1.797  3.635  0.127

=====

(4)
Formula: C5H10N
Source: OMol25
Level of theory: ωB97M-V with the def2-TZVPD basis set

The maximum force comes out at 4.6 eV/A. The value obtained for the frontier orbital gap (spin up / spin down) is 9.214 / 8.194 eV. Its total charge is +1. As for the spin multiplicity: 1. The value obtained for the energy above the lowest of the compared OMol25 structures with the same formula, charge and spin is 5.010 eV. The total energy is -6825.1922 eV.

Each line ends with the Löwdin charge.
Element x y z (Å)
H  -0.112  -1.064  -1.499  0.081
C  -0.270  -0.063  -1.765  -0.020
H  -1.598  -0.928  0.443  0.222
H  -0.971  -0.124  -2.523  0.083
H  0.587  0.426  -2.088  0.095
C  1.616  -0.774  0.673  0.122
H  0.574  -0.174  2.370  0.078
C  -0.674  0.731  -0.625  -0.251
H  -1.057  1.699  -0.989  0.177
H  2.126  -0.694  -0.328  0.101
C  -0.148  0.627  0.707  -0.055
N  -1.506  0.137  0.434  0.185
C  0.970  0.239  1.565  -0.198
H  1.431  1.169  1.822  0.127
H  1.252  -1.807  0.873  0.090
H  -2.221  0.599  0.932  0.162

=====

(5)
Formula: C3H8N4O
Source: OMol25
Level of theory: ωB97M-V with the def2-TZVPD basis set

The maximum force comes out at 1.0 eV/A. The value obtained for the frontier orbital gap is 8.271 eV. Its total charge is 0. As for the spin multiplicity: 1. The value obtained for the energy above the lowest of the compared OMol25 structures with the same formula, charge and spin is 4.682 eV. Its SMILES is N/C=C(N)/C(N)=N\O. The total energy is -11244.9415 eV.

Each line ends with the Löwdin charge.
Element x y z (Å)
C  0.237  0.240  -0.634  -0.299
H  1.191  1.215  -2.171  0.078
H  -2.939  -0.635  -0.567  0.087
N  -0.700  -1.180  0.782  -0.010
H  -0.894  -0.947  2.665  0.066
N  -2.081  -0.573  -1.091  0.127
O  -0.856  -0.294  1.956  -0.129
H  -0.277  1.867  -1.744  0.074
H  1.631  1.197  1.396  0.106
H  2.577  -0.189  1.733  0.097
C  -0.921  -0.418  -0.365  -0.425
N  1.966  0.294  1.096  0.118
H  -2.147  -0.110  -1.984  0.083
H  1.506  -1.427  0.068  0.123
N  0.542  1.379  -1.410  0.079
C  1.166  -0.419  0.271  -0.174

=====

> What is the total charge in the second record?

+1